75
Properties=species:S:1:pos:R:3 method="wB97M-V/def2-TZVPD" e_tot_ev=-88070.379 de_lowest_kcal_mol=12.9 charge=+1 gap_ev=6.84 lumo_energy_ha=-0.143
Pb 0.1639 -0.9331 0.5267
O -5.1075 -0.1077 -5.3170
N -4.1195 -0.7778 -5.1278
O -3.5973 -1.5069 -5.9477
C -3.5564 -0.7783 -3.7516
C -4.4215 -0.4852 -2.7698
C -3.9981 -0.4776 -1.4010
C -4.8850 -0.2271 -0.3390
C -4.4128 -0.2355 0.9448
C -3.0503 -0.4703 1.1560
N -2.2058 -0.7005 0.1696
C -2.6633 -0.7268 -1.1001
C -1.7431 -1.0581 -2.1671
N -0.4781 -1.3486 -1.8051
C 0.3984 -1.7177 -2.7140
C 0.0728 -1.7723 -4.0697
C -1.1977 -1.4508 -4.4662
C -2.1687 -1.1024 -3.4994
H -5.4491 -0.2572 -3.0169
H -5.9302 -0.0372 -0.5504
H -5.0631 -0.0571 1.7895
H -2.6351 -0.4617 2.1546
H 1.3888 -1.9821 -2.3566
H 0.8223 -2.0630 -4.7924
H -1.4651 -1.4821 -5.5081
Cl 0.0395 6.5873 2.3688
C -0.0641 4.9528 1.7931
C -0.9776 4.6261 0.7879
C -1.0565 3.3391 0.3082
C -0.2190 2.3171 0.7906
O -0.2583 1.1551 0.1611
C 0.6562 2.6482 1.8476
C 1.4596 1.6759 2.5547
O 1.4111 0.4609 2.4086
C 0.7303 3.9733 2.3197
H -1.6203 5.3990 0.3856
H -1.7476 3.0864 -0.4868
H 2.1367 2.0871 3.3215
H 1.4240 4.2103 3.1183
F -0.4153 -5.5857 5.0678
C -0.4320 -5.0662 3.8313
F -1.4772 -5.6007 3.1789
F 0.6857 -5.4646 3.2081
C -0.5332 -3.5592 3.8810
C -0.6693 -2.9171 5.0938
C -0.7250 -1.5265 5.1531
C -0.6320 -0.8307 3.9745
N -0.5385 -1.4513 2.7890
C -0.4773 -2.7924 2.7063
S -0.3294 -3.4263 1.0920
H -0.7137 -3.5034 6.0013
H -0.8257 -1.0057 6.0939
H -0.6362 0.2512 3.9461
C 2.8959 3.0594 -0.9956
N 2.9903 2.0909 -2.0704
C 2.7242 2.6652 -3.3737
C 2.2252 0.8945 -1.8090
C 2.9237 -0.0410 -0.8352
C 4.3237 -0.0912 -0.8452
C 5.0365 -0.9118 0.0112
C 4.3769 -1.7323 0.9165
C 2.9922 -1.7205 0.9628
C 2.3107 -0.8782 0.0929
H 3.5854 3.8828 -1.1795
H 3.1736 2.5900 -0.0497
H 1.8799 3.4764 -0.8839
H 3.3694 3.5298 -3.5266
H 1.6794 2.9994 -3.4994
H 2.9475 1.9363 -4.1543
H 2.0969 0.3778 -2.7618
H 1.2232 1.1249 -1.4282
H 4.8326 0.5551 -1.5495
H 6.1185 -0.9113 -0.0261
H 4.9317 -2.3660 1.5969
H 2.4687 -2.3528 1.6706